Record 1
A 3-piece molecular cluster, C4H16NO3 overall in a non-equilibrium geometry. Source: OMol25; level of theory: wB97M-V/def2-TZVPD.

Each line ends with the Mulliken charge.
CARTESIAN COORDINATES (ANGSTROEM)
C 0.091 -2.330 -0.113  -1.22
C -0.320 -0.915 -0.589  -0.11
C 0.706 -0.271 -1.538  0.21
C 1.963 0.396 -0.834  -1.31
O -0.027 0.600 -2.277  -0.55
N -0.477 0.063 0.710  -0.34
H -0.295 -3.069 -0.878  0.38
H 1.136 -2.524 0.064  0.31
H -0.592 -2.739 0.731  0.35
H -1.317 -1.009 -0.975  0.45
H 1.223 -0.972 -2.233  0.37
H 1.844 0.925 0.092  0.39
H 2.597 -0.493 -0.523  0.36
H 2.544 0.954 -1.642  0.32
H 0.368 0.841 -3.195  0.39
H -1.242 -0.314 1.391  0.44
H 0.503 -0.021 1.035  0.34
H -0.791 0.966 0.430  0.22
H -0.716 0.825 3.934  0.32
H -0.625 -0.805 3.998  0.34
O -0.693 -0.015 3.310  -0.66
H -1.410 3.778 -0.124  0.32
H -2.540 3.164 -0.764  0.33
O -1.928 2.966 -0.010  -0.66

Results
net charge: +1
F_max: 4.3 eV/Å

Record 2
C64H154AsF6N8O5 as an isolated structure in a non-equilibrium geometry. Source: OMol25; level of theory: wB97M-V/def2-TZVPD.

Each line ends with the Mulliken spin population.
CARTESIAN COORDINATES (ANGSTROEM)
As -0.945 -0.712 0.278  0.55
F -0.742 -0.696 2.070  -0.07
F -1.617 0.961 0.344  0.02
F -1.162 -0.779 -1.486  -0.10
F -0.244 -2.346 0.278  0.16
F -2.554 -1.539 0.434  -0.02
F 0.686 -0.104 0.034  0.02
C -1.589 -2.704 4.149  -0.01
C -1.184 -4.131 4.570  0.00
N -0.973 -5.161 3.454  0.00
C -0.603 -6.540 4.081  0.00
C -2.280 -5.468 2.602  -0.01
C -3.580 -5.930 3.283  0.00
C 0.176 -4.766 2.481  -0.05
C 0.564 -5.804 1.309  0.04
O 1.110 -7.000 1.880  0.00
C 1.158 -8.163 0.950  0.00
H -0.738 -2.211 3.679  0.01
H -1.846 -2.250 5.106  0.00
H -2.386 -2.748 3.407  0.01
H -1.955 -4.545 5.219  0.00
H -0.170 -4.109 4.969  0.00
H -1.341 -6.671 4.872  0.00
H 0.375 -6.519 4.561  0.00
H -0.688 -7.329 3.333  0.00
H -1.985 -6.171 1.823  0.00
H -2.479 -4.556 2.041  0.01
H -4.244 -5.096 3.510  0.00
H -3.428 -6.532 4.179  0.00
H -4.209 -6.566 2.660  0.00
H 1.068 -4.675 3.101  -0.01
H -0.027 -3.785 2.051  0.06
H 1.251 -5.477 0.529  -0.02
H -0.323 -6.098 0.748  -0.01
H 1.492 -9.134 1.315  0.00
H 1.906 -8.030 0.170  0.00
H 0.202 -8.301 0.445  0.00
C -6.789 5.514 -2.360  0.00
C -7.553 4.485 -1.502  0.00
N -6.940 4.061 -0.115  0.00
C -7.151 5.170 0.923  0.00
C -7.646 2.830 0.389  0.00
C -9.150 2.933 0.727  0.00
C -5.447 3.697 -0.260  0.01
C -4.807 2.822 0.902  -0.04
O -5.210 1.384 0.903  -0.02
C -4.480 0.804 1.980  0.03
H -7.261 5.745 -3.315  0.00
H -5.759 5.182 -2.494  0.00
H -6.765 6.457 -1.814  0.00
H -7.637 3.492 -1.944  0.00
H -8.569 4.858 -1.370  0.00
H -8.102 5.700 0.874  0.00
H -6.367 5.836 0.562  0.00
H -6.943 4.860 1.947  0.00
H -7.131 2.599 1.321  0.00
H -7.402 2.095 -0.378  0.00
H -9.577 2.100 1.286  0.00
H -9.706 2.946 -0.210  0.00
H -9.440 3.833 1.268  0.00
H -4.922 4.643 -0.395  0.00
H -5.443 3.035 -1.126  0.00
H -4.863 3.396 1.827  0.00
H -3.763 2.732 0.601  0.05
H -4.803 1.399 2.835  0.00
H -3.397 0.838 1.857  0.00
H -4.721 -0.257 2.030  -0.01
C -3.252 2.660 -5.375  0.00
C -3.487 3.865 -4.401  -0.01
N -2.150 4.661 -4.010  0.00
C -2.682 5.788 -3.084  0.00
C -1.092 3.726 -3.383  -0.01
C -1.707 2.819 -2.229  0.05
C -1.460 5.241 -5.279  0.00
C -0.606 6.504 -5.152  0.00
O 0.582 6.316 -4.355  0.00
C 1.430 7.511 -4.252  0.00
H -2.652 1.863 -4.934  0.00
H -2.917 2.917 -6.380  0.00
H -4.228 2.201 -5.535  0.00
H -3.915 3.545 -3.451  0.01
H -4.123 4.582 -4.919  0.00
H -1.832 6.427 -2.841  0.00
H -3.066 5.371 -2.153  0.00
H -3.390 6.372 -3.671  0.00
H -0.449 4.496 -2.955  0.00
H -0.611 3.069 -4.106  0.01
H -2.365 3.350 -1.541  0.02
H -0.962 2.281 -1.642  -0.01
H -2.282 1.981 -2.622  0.02
H -2.271 5.489 -5.965  0.00
H -0.939 4.440 -5.804  0.00
H -1.249 7.278 -4.732  0.00
H -0.328 6.752 -6.176  0.00
H 2.405 7.306 -3.810  0.00
H 0.888 8.185 -3.588  0.00
H 1.606 8.058 -5.179  0.00
C 3.559 6.736 6.762  0.00
C 3.296 5.472 5.840  0.00
N 2.184 4.601 6.437  0.00
C 2.307 4.309 7.893  0.00
C 0.773 5.318 6.219  0.00
C -0.478 4.653 6.759  0.00
C 2.156 3.292 5.582  0.00
C 1.934 3.433 4.011  0.00
O 0.548 3.149 3.755  -0.02
C 0.359 2.655 2.366  0.04
H 4.043 7.489 6.139  0.00
H 4.195 6.547 7.627  0.00
H 2.758 7.256 7.287  0.00
H 4.203 4.868 5.839  0.00
H 2.948 5.692 4.831  0.00
H 3.194 3.694 8.041  0.00
H 1.418 3.806 8.274  0.00
H 2.354 5.270 8.406  0.00
H 0.674 5.417 5.138  0.00
H 0.933 6.343 6.554  0.00
H -0.664 3.753 6.173  0.00
H -1.364 5.252 6.549  0.00
H -0.551 4.441 7.826  0.00
H 1.481 2.584 6.063  0.00
H 3.149 2.874 5.745  0.00
H 2.602 2.803 3.424  0.01
H 1.966 4.433 3.577  0.00
H 0.619 3.315 1.539  0.00
H -0.686 2.387 2.210  0.02
H 0.822 1.670 2.301  0.01
C 1.488 -0.980 4.762  -0.02
C 2.766 -1.915 4.622  -0.02
N 4.101 -1.246 4.278  0.00
C 4.557 -0.386 5.507  0.00
C 5.104 -2.398 3.996  0.00
C 6.494 -2.060 3.625  0.00
C 4.004 -0.292 3.006  -0.01
C 3.395 -0.831 1.734  -0.08
O 4.088 -1.999 1.319  0.00
C 3.259 -2.577 0.347  0.02
H 0.588 -1.454 5.153  0.00
H 1.164 -0.561 3.809  0.03
H 1.762 -0.211 5.484  0.00
H 2.435 -2.659 3.898  0.02
H 2.982 -2.379 5.584  0.00
H 3.904 0.487 5.489  0.00
H 5.531 0.100 5.456  0.00
H 4.535 -1.006 6.404  0.00
H 4.619 -2.979 3.212  0.00
H 5.018 -3.007 4.896  0.00
H 7.032 -2.974 3.375  0.00
H 7.049 -1.566 4.423  0.00
H 6.634 -1.528 2.684  0.00
H 5.047 -0.048 2.806  0.00
H 3.413 0.597 3.225  0.01
H 3.436 -0.051 0.973  0.03
H 2.398 -1.140 2.049  0.03
H 3.159 -1.987 -0.565  0.02
H 2.257 -2.846 0.682  0.02
H 3.715 -3.534 0.096  0.00
C -3.499 -10.137 -2.316  0.00
C -2.870 -8.768 -2.715  0.00
C -3.819 -7.606 -2.273  0.00
N -3.244 -6.194 -2.504  -0.01
C -2.975 -5.950 -4.029  0.00
C -1.907 -6.121 -1.765  0.03
C -1.809 -4.655 -1.585  -0.02
C -3.232 -4.164 -1.171  0.02
C -4.244 -5.098 -1.911  0.01
H -4.487 -10.421 -2.679  0.00
H -3.472 -10.265 -1.234  0.00
H -2.987 -10.989 -2.763  0.00
H -2.878 -8.855 -3.802  0.00
H -1.844 -8.727 -2.350  0.00
H -4.122 -7.712 -1.232  0.00
H -4.698 -7.626 -2.917  0.00
H -3.963 -6.073 -4.472  0.00
H -2.322 -6.690 -4.491  0.00
H -2.486 -4.996 -4.227  0.00
H -1.134 -6.567 -2.392  0.00
H -2.049 -6.654 -0.825  0.00
H -1.472 -4.080 -2.448  0.00
H -1.114 -4.295 -0.826  0.02
H -3.434 -3.155 -1.531  0.01
H -3.377 -4.254 -0.095  0.00
H -4.795 -4.584 -2.698  0.00
H -4.984 -5.601 -1.289  0.00
C 1.622 -3.968 -9.097  0.00
C 1.517 -2.765 -8.223  0.00
C 2.166 -3.015 -6.874  0.00
N 1.750 -1.969 -5.802  0.00
C 2.393 -0.603 -6.113  0.01
C 0.199 -1.935 -5.690  0.01
C -0.095 -1.416 -4.289  -0.04
C 1.112 -1.633 -3.401  -0.03
C 2.118 -2.293 -4.295  0.01
H 2.611 -4.400 -9.254  0.00
H 1.204 -3.675 -10.061  0.00
H 0.914 -4.732 -8.778  0.00
H 0.459 -2.644 -7.990  0.00
H 1.844 -1.865 -8.744  0.00
H 3.228 -2.811 -7.016  0.00
H 1.861 -3.977 -6.461  0.00
H 2.190 0.273 -5.497  0.00
H 1.867 -0.338 -7.031  0.00
H 3.463 -0.808 -6.136  0.00
H -0.289 -1.469 -6.546  0.00
H 0.013 -3.008 -5.726  0.00
H -0.662 -0.486 -4.251  0.03
H -0.809 -2.106 -3.839  0.02
H 1.477 -0.686 -3.001  0.08
H 0.766 -2.203 -2.539  -0.02
H 3.175 -2.033 -4.237  0.00
H 2.037 -3.371 -4.155  0.00
C 2.382 2.489 -0.796  0.05
C 3.802 3.223 -0.628  0.00
C 4.910 2.405 0.051  0.01
N 6.341 3.007 -0.108  0.00
C 6.399 4.386 0.539  0.00
C 6.727 3.006 -1.589  0.00
C 7.873 1.969 -1.782  0.00
C 7.753 1.012 -0.608  0.00
C 7.334 1.956 0.435  0.00
H 2.466 1.949 -1.739  0.01
H 1.593 3.212 -1.007  -0.01
H 2.169 1.718 -0.055  0.00
H 3.829 4.068 0.061  0.00
H 4.067 3.658 -1.592  0.00
H 4.972 1.434 -0.439  0.00
H 4.827 2.295 1.133  0.00
H 5.734 4.522 1.392  0.00
H 6.008 5.192 -0.083  0.00
H 7.409 4.698 0.805  0.00
H 6.954 4.014 -1.935  0.00
H 5.864 2.742 -2.201  0.00
H 8.809 2.517 -1.886  0.00
H 7.751 1.403 -2.706  0.00
H 8.628 0.386 -0.433  0.00
H 6.917 0.315 -0.659  0.00
H 8.214 2.496 0.785  0.00
H 6.841 1.467 1.275  0.00

Results
net charge: +6
F_max: 3.2 eV/Å
multiplicity: 2

Quick rundown of electronic energy, same order as above: -12032.8188 -168102.4765 eV